1:
This record from the Open Molecules 2025 dataset describes an isolated molecule of CH4NP3S. The level of theory is the ωB97M-V functional and the def2-TZVPD basis.

Kohn-Sham gap (eV): 8.16
Structure (SMILES): CP1N=P#S#[PH]1

Last column: natural (NBO) charge in e.
CARTESIAN COORDINATES (ANGSTROEM)
1 C 0.8817 -0.2969 0.3897  -0.943
2 P 0.0106 0.2867 -1.2226  0.764
3 N 1.2341 0.7741 -2.3863  -1.237
4 P 1.6920 -0.1662 -3.5752  0.922
5 S 0.8930 -1.8184 -3.6903  -0.267
6 P -0.4198 -1.8582 -2.0871  0.066
7 H 1.9087 -0.5488 0.1552  0.228
8 H 0.1864 -1.2297 0.5364  0.234
9 H 0.9111 0.4022 1.3216  0.249
10 H -1.5187 -1.3877 -2.7307  -0.015

=====

2:
This record from the Open Molecules 2025 dataset describes an isolated molecule of CH4NP3S. The level of theory is the ωB97M-V functional and the def2-TZVPD basis.

Kohn-Sham gap (eV): 6.80
Structure (SMILES): C[PH]#P=NP=S

Last column: natural (NBO) charge in e.
CARTESIAN COORDINATES (ANGSTROEM)
1 C 1.4344 -0.4688 -0.1650  -0.915
2 P 0.9755 0.9707 0.8875  0.255
3 P -0.8242 1.7051 -0.2313  0.895
4 N -1.8444 0.5118 -0.1857  -1.310
5 P -2.6101 -0.8024 -0.5910  0.927
6 S -3.7773 -1.3852 0.9825  -0.530
7 H 2.5440 -0.3611 -0.5807  0.251
8 H 0.7598 -0.6965 -0.8614  0.215
9 H 1.6379 -1.3811 0.5257  0.246
10 H 1.7044 1.9075 0.2195  -0.035

=====

Least stable = 2

=====

1:
This record from the Open Molecules 2025 dataset describes an isolated molecule of C5H9NO4S. The level of theory is the ωB97M-V functional and the def2-TZVPD basis.

Kohn-Sham gap (eV): 7.79

Last column: natural (NBO) charge in e.
CARTESIAN COORDINATES (ANGSTROEM)
1 C 1.3268 1.2386 0.8453  -0.521
2 C 0.3582 1.0935 -1.5548  -0.474
3 C 0.3344 0.0745 1.0834  0.005
4 C -0.6953 -0.1450 0.0488  0.085
5 C -0.8499 -1.6031 -0.4984  -0.081
6 N -1.8499 0.6150 0.0235  0.466
7 O -2.8220 0.2345 -0.6316  -0.405
8 O -1.7611 1.6700 0.6454  -0.444
9 O 0.9468 -1.1793 1.2455  -0.720
10 O 0.2204 -2.1569 -1.1196  -0.712
11 S 1.9516 1.0489 -0.9551  0.282
12 H 0.6936 2.1821 0.7712  0.255
13 H 2.3122 1.2824 1.4975  0.246
14 H 0.3128 0.6428 -2.5119  0.236
15 H -0.1126 1.9635 -1.2076  0.208
16 H -0.2847 0.4557 1.9633  0.214
17 H -1.5983 -1.4673 -1.2595  0.219
18 H -1.1215 -2.2351 0.5061  0.171
19 H 1.8572 -1.0558 1.6273  0.484
20 H 0.7812 -2.6589 -0.5189  0.486

=====

2:
This record from the Open Molecules 2025 dataset describes an isolated molecule of C5H9NO4S. The level of theory is the ωB97M-V functional and the def2-TZVPD basis.

Kohn-Sham gap (spin up / spin down) (eV): 8.16 / 7.74
Structure (SMILES): C/C(=C(/C)S(C)(=O)=O)[N+](=O)[O-]

Last column: natural (NBO) charge in e.
CARTESIAN COORDINATES (ANGSTROEM)
1 C -2.0949 0.7103 0.3945  -0.715
2 C -0.9817 0.7786 -0.5915  0.267
3 C 0.7396 0.4230 -0.1301  -0.149
4 C 1.7527 0.4122 -1.1359  -0.741
5 S 0.9948 -0.2689 1.5186  2.146
6 C 0.4378 -1.9893 1.1786  -0.849
7 O 2.3741 -0.2531 1.8721  -0.917
8 O 0.0060 0.2347 2.4098  -0.952
9 N -1.1937 1.0889 -1.8763  0.397
10 O -2.3085 0.9976 -2.3043  -0.380
11 O -0.2253 1.3114 -2.6028  -0.410
12 H -2.4235 -0.4195 0.4856  0.238
13 H -1.6085 0.8206 1.3431  0.285
14 H -2.8213 1.3902 0.0225  0.258
15 H 2.2962 1.4380 -1.3445  0.272
16 H 1.5286 -0.0484 -2.0659  0.267
17 H 2.5895 -0.0853 -0.6394  0.241
18 H 1.3577 -2.5008 1.0872  0.250
19 H -0.1699 -2.3369 1.9893  0.252
20 H -0.2496 -1.7033 0.3895  0.239

=====

Least stable = 2